Computed, not measured: a 2-piece molecular cluster, C2H7S overall in a non-equilibrium geometry, with ωB97M-V/def2-TZVPD.

- Energy relative to the best compared isomer or geometry (same formula, charge and spin): 4.2 kcal per mole
- HOMO level: -2.434 eV
- LUMO: 4.2 eV
- Multiplicity: 1
- Total charge: -1
- Kohn-Sham gap: 6.644 eV
- Maximum force: 1.35 eV/Å

Each line ends with the Mulliken charge.
Cartesian coordinates (Å):
1 H -0.495 0.627 1.518  0.21
2 H 2.513 -0.863 -0.676  -0.05
3 H -0.681 -1.118 1.193  0.27
4 C -0.474 0.288 -0.653  -0.64
5 C -0.918 -0.110 0.809  -0.77
6 H -0.704 -0.561 -1.317  0.22
7 S 3.216 0.072 0.056  -0.89
8 H -2.024 -0.003 0.841  0.27
9 H 0.592 0.489 -0.746  0.10
10 H -1.026 1.178 -1.025  0.27

---

Computed, not measured: a 2-piece molecular cluster, C11H15N overall in a non-equilibrium geometry, with ωB97M-V/def2-TZVPD.

- Energy relative to the best compared isomer or geometry (same formula, charge and spin): 72.8 kcal per mole
- HOMO level: -7.992 eV
- LUMO: 0.9 eV
- Multiplicity: 1
- Kohn-Sham gap: 8.869 eV
- Structure (SMILES): Cc1c[nH]c2ccccc12.CC
- Maximum force: 6.13 eV/Å

Each line ends with the Mulliken charge.
Cartesian coordinates (Å):
1 C 1.126 -0.329 0.353  0.73
2 C 0.588 -1.400 -1.429  -0.76
3 H -2.436 2.436 -2.241  0.32
4 H -2.991 3.028 -0.608  0.25
5 H 1.721 1.752 -1.372  0.40
6 H 1.899 1.364 1.167  0.38
7 H -2.600 0.051 -1.637  0.29
8 N 0.096 -2.206 -0.330  -0.23
9 H -0.380 -2.804 1.933  0.34
10 C 1.135 -0.196 -1.073  0.79
11 C 1.424 0.483 1.509  -0.75
12 H -2.145 0.495 0.094  0.10
13 H -0.753 -2.664 -0.386  0.25
14 H 2.029 0.444 3.556  0.42
15 H 3.057 0.536 -1.889  0.23
16 C 0.459 -1.456 0.833  0.23
17 C -2.677 0.744 -0.837  -0.68
18 C 1.540 -0.067 2.765  -0.58
19 H -1.318 2.364 -0.998  0.17
20 H 0.708 -2.064 -2.402  0.31
21 C 0.314 -2.001 2.025  -0.52
22 H -3.732 0.772 -0.364  0.31
23 C -2.347 2.233 -1.235  -0.78
24 C 1.880 0.808 -1.773  -1.36
25 H 1.093 -1.794 4.081  0.32
26 C 0.890 -1.321 3.096  -0.52
27 H 1.422 0.794 -2.839  0.34

---

Computed, not measured: one molecule with the formula C18H22ClN5O4S, with ωB97M-V/def2-TZVPD.

- Energy relative to the best compared isomer or geometry (same formula, charge and spin): 10.7 kcal per mole
- HOMO level: -9.202 eV
- LUMO: -0.2 eV
- Multiplicity: 1
- Kohn-Sham gap: 8.964 eV
- Structure (SMILES): C[C@@H]1CN(C(=O)c2cc(Cl)c3ccncc3n2)C[C@@H]1NC(=O)[C@@H](C)NS(C)(=O)=O
- Maximum force: 0.07 eV/Å

Each line ends with the Mulliken charge.
Cartesian coordinates (Å):
1 H 0.602 2.411 -2.539  0.39
2 O -1.617 0.235 0.026  -0.62
3 H 1.232 -0.352 0.048  0.22
4 C 1.426 1.751 -2.280  -1.20
5 H 3.249 -0.095 -2.202  0.42
6 H 3.620 0.634 3.508  0.43
7 H -3.646 -0.927 -1.480  0.36
8 C -3.027 -1.714 0.992  -1.28
9 C 1.266 0.322 -2.781  -0.57
10 H -0.451 1.389 6.112  0.40
11 C 2.208 -1.932 -1.858  -1.53
12 H 1.625 0.504 7.107  0.38
13 H -2.527 -1.582 1.950  0.41
14 H -1.397 2.718 1.494  0.52
15 C 2.712 0.803 4.078  -0.21
16 C -0.585 2.312 2.078  -0.60
17 O -0.138 -1.855 -3.933  -0.66
18 C -2.248 -1.211 -2.980  0.33
19 O -0.754 -2.064 -0.258  -0.71
20 C 0.407 1.535 4.126  0.59
21 S -1.870 -1.167 -0.221  1.29
22 O 0.108 3.329 -0.445  -0.71
23 N 1.694 1.547 2.052  -0.47
24 C -0.717 -1.104 -3.174  0.29
25 H -3.900 -2.356 -3.737  0.40
26 H 2.884 0.277 0.116  0.41
27 N 1.475 1.562 -0.828  0.10
28 H 1.232 -2.292 -1.539  0.21
29 H -2.631 -0.247 -3.331  0.23
30 H 2.355 2.191 -2.648  0.46
31 C 0.726 2.356 -0.034  0.35
32 C 0.648 2.022 1.438  0.85
33 N 2.721 0.526 5.353  -0.63
34 C 1.988 0.218 -0.497  -0.87
35 H 1.506 0.195 -3.836  0.59
36 H -2.564 -2.154 -4.887  0.39
37 H 2.954 -2.324 -1.164  0.45
38 Cl -2.199 2.344 4.221  -0.24
39 H -2.396 -3.279 -3.538  0.30
40 C 0.428 1.232 5.503  -0.77
41 N -2.752 -1.393 -1.589  -0.30
42 H 2.414 -2.335 -2.848  0.38
43 C -0.701 2.052 3.403  0.39
44 C 2.256 -0.416 -1.867  0.53
45 C -2.815 -2.321 -3.842  -1.47
46 H -3.919 -1.091 0.958  0.39
47 C 1.583 1.312 3.387  0.03
48 C 1.579 0.744 6.052  -0.42
49 H -0.659 0.502 -1.913  0.25
50 H -3.257 -2.760 0.816  0.38
51 N -0.128 -0.051 -2.572  0.18

---

Computed, not measured: a 2-piece molecular cluster, C4H7NO3 overall in a non-equilibrium geometry, with ωB97M-V/def2-TZVPD.

- Energy relative to the best compared isomer or geometry (same formula, charge and spin): 20.1 kcal per mole
- HOMO level (spin up / spin down): -3.436 / -3.435 eV
- LUMO (spin up / spin down): 3.3 / 2.2 eV
- Multiplicity: 2
- Total charge: -1
- Kohn-Sham gap (spin up / spin down): 6.706 / 5.589 eV
- Maximum force: 4.56 eV/Å

Each line ends with the Mulliken spin population.
Cartesian coordinates (Å):
1 C 2.636 -0.040 0.820  0.00
2 O 1.718 -0.513 1.438  0.00
3 H 0.323 -1.207 -0.628  0.06
4 N 3.090 -0.331 -0.446  0.00
5 H 0.374 0.292 -1.687  0.01
6 C -1.649 -0.225 -0.920  0.63
7 O -2.414 -0.084 1.296  0.02
8 H -2.000 -0.075 -1.939  0.04
9 H 0.294 0.285 0.135  0.01
10 H 4.051 0.119 -0.425  0.00
11 O -3.724 0.934 -0.166  0.15
12 C -2.638 0.257 0.039  0.09
13 H 3.274 0.684 1.377  0.00
14 H -3.230 0.086 1.853  0.00
15 C -0.104 -0.184 -0.747  -0.01

---

Computed, not measured: C26H26FGaN2O2S5Si as an isolated structure, with ωB97M-V/def2-TZVPD.

- HOMO level: -7.781 eV
- LUMO: 0.0 eV
- Multiplicity: 1
- Kohn-Sham gap: 7.736 eV
- Maximum force: 0.46 eV/Å

Each line ends with the Mulliken charge.
Cartesian coordinates (Å):
1 H -3.544 1.387 -0.580  0.32
2 H -3.231 0.353 4.186  0.33
3 H -3.171 -2.326 -2.490  0.44
4 O 0.657 -0.174 1.198  -0.58
5 C 0.634 -2.737 -3.473  0.29
6 C 1.964 -0.209 0.700  1.46
7 C 4.297 2.116 -1.743  -0.52
8 C 3.918 0.794 -1.948  -1.01
9 H 2.843 -1.899 -0.396  0.72
10 H 4.945 2.598 -2.464  0.41
11 C 1.200 -2.848 -4.736  -0.44
12 H -2.564 -3.500 -4.346  0.42
13 C -2.644 -3.096 -1.920  -1.11
14 S 2.852 1.552 6.917  -0.08
15 H 0.914 -3.269 -6.815  0.37
16 C 0.626 -0.096 -2.246  -0.68
17 H 4.257 0.247 -2.817  0.51
18 H 2.732 2.863 1.204  0.48
19 H -2.848 -2.970 -0.859  0.24
20 H -4.727 0.562 3.293  0.32
21 C 0.441 -3.191 -5.846  -0.90
22 C 0.309 1.738 6.243  0.04
23 C -0.334 0.699 0.794  -0.21
24 S 0.228 2.242 7.912  -0.07
25 N -1.124 0.970 1.906  0.73
26 O -1.245 -2.973 -2.067  -0.33
27 Si -2.877 1.268 1.844  -0.03
28 H -1.278 2.018 -0.405  0.56
29 C -0.531 1.235 -0.420  0.09
30 H -3.117 -0.253 -0.108  0.14
31 H -0.186 1.783 -2.448  0.43
32 C 3.872 2.851 -0.632  -0.60
33 C -1.507 -3.309 -4.453  -0.61
34 C -0.744 -3.001 -3.338  0.91
35 S 1.911 0.821 4.170  -0.26
36 C 3.086 0.253 -0.986  0.52
37 H -4.657 0.443 0.405  0.43
38 H -2.993 -4.085 -2.234  0.42
39 H 0.928 -0.064 -3.287  0.37
40 C -3.602 0.663 0.230  -0.83
41 S -1.175 1.661 5.317  -0.41
42 H 4.198 3.877 -0.531  0.43
43 F 2.652 -0.755 1.763  -0.45
44 H 0.268 -1.643 -0.811  0.51
45 C 2.281 -0.989 -0.614  -0.89
46 C 2.679 0.984 0.117  -0.23
47 C 3.051 2.294 0.341  -0.95
48 C -3.180 3.094 2.077  -0.95
49 C -0.915 -3.405 -5.708  -0.71
50 C -3.682 0.263 3.199  -1.03
51 C 1.914 2.080 8.277  0.13
52 C 1.065 -1.315 -1.482  0.31
53 C 0.001 0.973 -1.752  -0.79
54 H -3.664 -0.793 2.923  0.26
55 H -1.521 -3.656 -6.566  0.37
56 H -2.742 3.662 1.254  0.29
57 Ga -0.143 1.002 3.461  0.57
58 N 1.428 -2.429 -2.362  -0.39
59 S 2.571 2.499 9.713  -0.23
60 H -2.731 3.452 3.006  0.30
61 H 2.260 -2.650 -4.847  0.36
62 H -4.244 3.323 2.115  0.35
63 C 1.534 1.416 5.779  0.04
64 H 2.407 -2.402 -2.610  0.40

---

Computed, not measured: C12H30LiN2O4P as an isolated structure in a non-equilibrium geometry, with ωB97M-V/def2-TZVPD.

- HOMO level: 2.417 eV
- LUMO: 4.5 eV
- Multiplicity: 1
- Total charge: -2
- Kohn-Sham gap: 2.082 eV
- Maximum force: 8.69 eV/Å

Each line ends with the Mulliken charge.
Cartesian coordinates (Å):
1 N 0.280 1.864 -2.730  0.83
2 H -0.494 1.442 3.188  0.42
3 H 0.692 -3.809 1.774  0.23
4 H -0.273 -3.636 0.367  0.40
5 Li 0.144 0.773 -0.980  0.47
6 C -2.271 2.382 -3.291  -1.28
7 N -0.574 -2.136 3.283  0.54
8 P 1.724 -0.908 -0.184  0.28
9 O 0.465 -1.107 -1.007  -0.70
10 O 1.954 -0.997 1.315  -0.48
11 C 0.643 0.670 -4.865  -1.40
12 O 3.195 -0.784 -0.696  -0.81
13 H -0.837 -1.913 6.072  0.28
14 H -0.480 -3.670 6.343  0.43
15 H -0.797 -4.045 3.796  0.40
16 H -1.012 -4.504 1.713  0.52
17 H 0.908 -0.282 -5.323  0.43
18 H -2.913 3.112 -3.784  0.46
19 H -2.726 2.017 -2.371  0.25
20 C -0.342 -3.685 1.453  -1.58
21 H -2.112 -2.469 1.900  0.38
22 H 2.641 4.030 -1.612  0.45
23 H -2.135 -3.169 4.392  0.32
24 H -2.237 1.509 -3.942  0.22
25 H 0.915 0.570 3.429  0.31
26 H 1.435 1.383 -5.097  0.28
27 H -0.861 3.819 -2.878  0.30
28 H 0.638 -2.648 5.544  0.34
29 C -0.085 0.446 3.016  -0.99
30 H -0.716 -1.627 1.262  -0.07
31 H 1.333 0.037 -3.098  0.26
32 H 2.087 2.747 -3.571  0.23
33 C -1.052 -3.104 4.284  -0.48
34 C -0.432 -2.832 5.648  -1.32
35 C 1.595 3.781 -1.787  -1.43
36 C -0.889 -0.749 3.652  -0.48
37 H -0.244 1.096 -5.335  0.26
38 H -0.750 -0.488 4.701  0.17
39 C -0.751 2.823 -3.307  -0.71
40 C -1.026 -2.403 1.962  -0.04
41 H -0.443 2.959 -4.344  0.47
42 H -0.096 0.386 1.927  -0.04
43 H -1.939 -0.597 3.404  0.27
44 C 0.453 0.575 -3.452  -0.48
45 O 1.699 0.614 0.134  -0.92
46 H -0.344 -0.039 -3.034  0.54
47 C 1.602 2.494 -2.628  -0.32
48 H 1.077 3.668 -0.834  0.24
49 H 1.075 4.570 -2.332  0.37
50 H 2.275 1.836 -2.079  0.20